# 1
DFT (ωB97M-V with the def2-TZVPD basis set) results for 7 unconnected molecules or ions with the total composition C6H28N2O6.

Values from the calculation:
Energy relative to the best compared isomer or geometry (same formula, charge and spin) in kJ/mol: 22.16
Lowest unoccupied orbital energy in eV: 0.3
Gap between HOMO and LUMO in Eh: 0.349
Maximum force in eV Å⁻¹: 1.064
Calculated total energy in eV: -21942.677

Structure (XYZ):
```
42
Properties=species:S:1:pos:R:3:nbo_charge:R:1
C -1.851 -0.692 -3.265 -0.6014
C -1.448 -0.915 -1.811 -0.3973
C -1.225 0.407 -1.083 -0.4052
C -0.849 0.218 0.395 -0.0352
C -1.306 1.407 1.237 -0.6418
N 0.615 0.016 0.502 -0.6968
C 1.011 -0.671 1.739 -0.0639
N 0.765 -2.092 1.711 -0.8394
H -2.047 -1.628 -3.796 0.2075
H -2.762 -0.100 -3.355 0.1982
H -1.054 -0.182 -3.809 0.2044
H -2.221 -1.503 -1.305 0.1892
H -0.529 -1.504 -1.783 0.2043
H -2.134 1.011 -1.168 0.1988
H -0.429 0.971 -1.578 0.2057
H -1.314 -0.702 0.756 0.1797
H -2.380 1.579 1.110 0.1973
H -1.125 1.235 2.299 0.2235
H -0.785 2.310 0.916 0.2278
H 1.050 0.935 0.426 0.3966
H 0.579 -0.261 2.652 0.1980
H 2.090 -0.512 1.862 0.1749
H -0.223 -2.279 1.841 0.3594
H 1.057 -2.530 0.851 0.3521
O 4.397 2.265 0.247 -0.9691
H 4.047 1.973 -0.617 0.4925
H 3.703 2.068 0.879 0.4634
O 2.970 1.401 -2.128 -1.0181
H 3.401 1.391 -2.988 0.4877
H 2.599 0.498 -1.972 0.5127
O 2.010 -1.033 -1.714 -0.9958
H 1.360 -0.813 -0.990 0.5087
H 2.646 -1.651 -1.329 0.4800
O -1.455 -1.019 3.789 -0.9763
H -0.998 -1.769 4.182 0.4720
H -2.137 -1.383 3.191 0.4902
O -3.376 -2.014 1.936 -0.9490
H -3.676 -1.178 1.569 0.4859
H -4.125 -2.405 2.392 0.4862
O 1.404 2.945 -0.406 -0.9908
H 1.799 2.500 -1.176 0.5022
H 1.946 3.703 -0.208 0.4813
```

# 2
DFT (ωB97M-V with the def2-TZVPD basis set) results for a single C4H8O molecule.

Values from the calculation:
Energy relative to the best compared isomer or geometry (same formula, charge and spin) in kJ/mol: 196.87
Lowest unoccupied orbital energy in eV: 0.9
Gap between HOMO and LUMO in Eh: 0.335
Maximum force in eV Å⁻¹: 3.876
Calculated total energy in eV: -6323.127

Structure (XYZ):
```
13
Properties=species:S:1:pos:R:3:nbo_charge:R:1
C 1.453 -1.547 -0.443 -0.6465
C 0.180 -0.688 -0.375 -0.3100
C -0.224 0.407 0.358 0.3478
C -1.251 1.449 -0.146 -0.6740
O 0.044 0.729 1.712 -0.7000
H 1.439 -2.392 0.377 0.2112
H 1.732 -1.962 -1.427 0.2236
H 2.333 -1.026 -0.133 0.2207
H -0.566 -0.925 -1.093 0.1993
H -0.879 2.470 -0.085 0.2308
H -1.441 1.123 -1.148 0.2231
H -2.063 1.185 0.399 0.2021
H -0.759 1.178 2.004 0.4718
```

# 3
DFT (ωB97M-V with the def2-TZVPD basis set) results for a gas-phase ion, CH4Cl2OP (charge +1).

Values from the calculation:
Energy relative to the best compared isomer or geometry (same formula, charge and spin) in kJ/mol: 0.00
Charge: +1
Lowest unoccupied orbital energy in eV: -4.1
Gap between HOMO and LUMO in Eh: 0.477
Maximum force in eV Å⁻¹: 2.196
Calculated total energy in eV: -37477.657

Structure (XYZ):
```
9
Properties=species:S:1:pos:R:3:nbo_charge:R:1
C -0.576 -0.885 0.328 -1.0179
O 1.020 1.325 0.590 -0.9337
P 0.327 0.411 -0.492 1.6843
Cl -0.840 1.590 -1.583 -0.0919
Cl 1.731 -0.191 -1.626 -0.0686
H -0.884 -1.585 -0.380 0.2940
H -1.499 -0.317 0.570 0.2897
H -0.100 -1.441 1.108 0.3056
H 0.822 1.092 1.487 0.5385
```

# 4
DFT (ωB97M-V with the def2-TZVPD basis set) results for 4 unconnected molecules or ions with the total composition C19H48BCl2N2O3S3.

Values from the calculation:
Energy relative to the best compared isomer or geometry (same formula, charge and spin) in kJ/mol: 573.39
Charge: -1
Lowest unoccupied orbital energy in eV: 2.1
Gap between HOMO and LUMO in Eh: 0.248
Maximum force in eV Å⁻¹: 2.866
Calculated total energy in eV: -87825.223

Structure (XYZ):
```
78
Properties=species:S:1:pos:R:3:mulliken_charge:R:1
C 5.586 -0.396 -0.202 -0.7606
C 5.288 -1.847 0.569 -0.7301
C 3.687 -2.252 0.566 -0.0414
C 2.869 -1.158 1.508 -0.4283
C 1.761 -0.278 0.654 0.0542
B 0.191 -0.533 1.148 -1.1535
C -0.011 -2.198 1.086 -0.4264
C 0.200 -2.838 -0.402 -0.0790
N 1.047 -4.085 -0.245 -0.4630
C -0.083 -0.146 2.726 -0.2667
C 0.065 1.433 3.110 0.2755
C 1.649 1.951 3.247 -0.2933
N 1.867 3.158 2.343 -0.6567
C -0.859 0.231 0.085 0.1405
Cl -0.264 1.973 -0.352 -0.2172
C -2.422 0.192 0.591 0.2763
C -3.068 1.643 0.986 -0.9423
Cl -3.473 -0.466 -0.837 -0.2992
H 5.166 -0.433 -1.299 0.1964
H 6.772 -0.264 -0.228 0.3183
H 5.148 0.517 0.418 0.1829
H 5.639 -1.681 1.680 0.2705
H 5.912 -2.738 0.099 0.3180
H 3.346 -2.255 -0.557 -0.1916
H 3.480 -3.346 0.974 0.3384
H 2.437 -1.691 2.456 0.2713
H 3.707 -0.410 1.908 0.3198
H 2.103 0.843 0.733 -0.4434
H 1.936 -0.580 -0.487 0.1500
H -1.150 -2.364 1.399 0.1538
H 0.622 -2.762 1.901 0.2438
H -0.874 -3.220 -0.757 0.1194
H 0.560 -2.095 -1.230 0.0863
H 0.444 -4.895 -0.553 0.2804
H 1.942 -4.038 -0.779 0.1572
H -1.137 -0.578 3.082 0.2423
H 0.716 -0.733 3.390 0.1801
H -0.558 2.178 2.457 -0.4946
H -0.366 1.548 4.219 0.2442
H 2.426 1.089 3.100 0.0588
H 1.822 2.355 4.357 0.2635
H 2.299 2.898 1.430 0.3584
H 0.988 3.697 2.182 0.1760
H -0.857 -0.329 -0.969 0.3283
H -2.606 -0.594 1.470 0.3237
H -4.235 1.452 1.150 0.3693
H -2.693 2.074 2.033 0.1295
H -3.015 2.459 0.129 0.2425
C 4.435 -5.161 -4.281 -1.0063
S 2.773 -4.798 -3.667 0.3567
O 2.923 -4.013 -2.397 -0.5585
C 2.370 -6.501 -3.209 -0.9699
H 4.903 -4.224 -4.593 0.3206
H 5.034 -5.619 -3.490 0.3013
H 4.368 -5.834 -5.139 0.3942
H 3.097 -6.875 -2.485 0.2999
H 2.371 -7.129 -4.103 0.4134
H 1.373 -6.514 -2.761 0.2860
C -6.867 -0.193 -2.412 -0.8802
S -7.434 1.191 -1.394 0.6022
O -8.930 1.107 -1.313 -0.6841
C -7.025 2.482 -2.593 -0.9287
H -7.060 -1.123 -1.873 0.2991
H -7.408 -0.205 -3.361 0.3808
H -5.794 -0.097 -2.593 0.2442
H -7.557 2.303 -3.531 0.3243
H -5.947 2.489 -2.768 0.3362
H -7.331 3.447 -2.182 0.3003
C -1.107 6.767 -0.236 -1.1146
S -1.510 5.434 0.919 0.7748
O -2.796 4.814 0.460 -0.6411
C -1.896 6.513 2.319 -1.0832
H -0.867 6.326 -1.206 0.3118
H -1.962 7.438 -0.345 0.3510
H -0.241 7.320 0.133 0.3570
H -2.702 7.200 2.050 0.3701
H -1.003 7.075 2.603 0.3513
H -2.214 5.892 3.159 0.3086
```

Please write out number 2 again, unchanged.
DFT (ωB97M-V with the def2-TZVPD basis set) results for a single C4H8O molecule.

Values from the calculation:
Energy relative to the best compared isomer or geometry (same formula, charge and spin) in kJ/mol: 196.87
Lowest unoccupied orbital energy in eV: 0.9
Gap between HOMO and LUMO in Eh: 0.335
Maximum force in eV Å⁻¹: 3.876
Calculated total energy in eV: -6323.127

Structure (XYZ):
```
13
Properties=species:S:1:pos:R:3:nbo_charge:R:1
C 1.453 -1.547 -0.443 -0.6465
C 0.180 -0.688 -0.375 -0.3100
C -0.224 0.407 0.358 0.3478
C -1.251 1.449 -0.146 -0.6740
O 0.044 0.729 1.712 -0.7000
H 1.439 -2.392 0.377 0.2112
H 1.732 -1.962 -1.427 0.2236
H 2.333 -1.026 -0.133 0.2207
H -0.566 -0.925 -1.093 0.1993
H -0.879 2.470 -0.085 0.2308
H -1.441 1.123 -1.148 0.2231
H -2.063 1.185 0.399 0.2021
H -0.759 1.178 2.004 0.4718
```